Entry 1:
Computed, not measured: C17H10ClF4N5 in the gas phase, with ωB97M-V with the def2-TZVPD basis set.

Cartesian coordinates (Å):
Cl: -2.3714 -3.7487 2.5450
F: 3.2264 -2.0211 1.0142
F: 2.3214 -1.9763 3.0257
F: 4.2172 -0.9700 2.6051
F: 1.0431 4.5950 -0.5241
N: -0.5682 1.3710 -0.2639
N: -1.4845 -4.7197 -0.2613
N: -0.9316 -4.8759 -1.4896
N: 2.9801 1.3312 1.7353
N: 1.3241 2.3337 0.4097
C: 0.3657 -1.2662 0.8622
C: -1.1664 -3.0519 1.4799
C: -0.0882 -3.8397 -1.8360
C: -0.0660 -3.0685 -0.7023
C: -0.5047 2.6958 -0.7558
C: -0.9332 -3.6528 0.2244
C: -2.8295 2.7694 -2.0503
C: 2.2997 0.0814 1.7155
C: 0.6230 3.3330 -0.2828
C: 1.0375 0.0341 1.1494
C: 0.5224 1.2109 0.4492
C: -2.7828 4.0220 -1.1627
C: -0.5484 -1.8183 1.7768
C: 0.6086 -1.8942 -0.3955
C: 2.5314 2.3887 1.0919
C: 2.9856 -1.2362 2.1062
C: -1.4695 3.3560 -1.6911
H: 0.4215 -3.6668 -2.7813
H: -3.1102 5.0009 -1.5781
H: -0.8016 -1.3452 2.7171
H: -3.2060 2.9076 -3.0684
H: 1.3406 -1.4668 -1.0754
H: -1.0900 -5.7243 -2.0287
H: -2.9122 3.9208 -0.0885
H: -3.0966 1.8279 -1.5647
H: 3.0544 3.3192 1.1675
H: -0.9417 3.8439 -2.4745

E_tot	-1787.1989	Eh
energy relative to the best compared isomer or geometry (same formula, charge and spin)	0.000	eV
HOMO-LUMO gap	7.82	eV
SMILES	Fc1c(C2CC2)nc2c(-c3cc(Cl)c4n[nH]cc4c3)c(C(F)(F)F)ncn12

=====

Entry 2:
Computed, not measured: C17H11F5NO3SW as an isolated structure, with ωB97M-V with the def2-TZVPD basis set.

Cartesian coordinates (Å):
W: 0.1593 0.4186 0.7347
S: 1.5113 2.1759 0.9346
F: 4.9453 5.8245 0.8385
F: 3.2112 4.1701 2.0607
F: 2.0700 2.3076 -2.1275
F: 3.7891 3.9652 -3.3176
F: 5.2373 5.7239 -1.8531
O: -1.7049 -2.2610 -1.6457
O: -0.8179 -0.9472 -0.0525
O: -0.0519 0.8099 -1.5344
N: -0.4162 -2.0031 7.7653
C: 0.4934 0.5461 3.7849
C: 2.7636 3.1697 -1.3687
C: 3.6483 4.0142 -2.0042
C: -0.2030 -1.1502 5.3342
C: 3.3478 4.1125 0.7444
C: -0.6693 -1.9300 4.2793
C: -0.5519 -1.4732 2.9811
C: -0.3214 -1.6247 6.6855
C: -2.0915 0.5123 -2.8344
C: 4.3918 4.9170 -1.2531
C: -1.1696 -1.2500 -1.3544
C: -0.8108 -0.1365 -2.3318
C: 0.0355 -0.2242 2.6948
C: 2.5940 3.1981 0.0099
C: 4.2417 4.9665 0.1240
C: 0.0550 -0.6897 -3.4497
C: 0.3790 0.0919 5.0830
H: 0.2697 0.0945 -4.1772
H: -0.4796 -1.4893 -3.9592
H: -2.7070 -0.2346 -3.3330
H: -0.9263 -2.0978 2.1802
H: 0.4445 1.4343 -2.0785
H: 0.9509 1.5134 3.6226
H: 0.7373 0.6932 5.9071
H: -2.6598 0.9445 -2.0106
H: -1.8509 1.2975 -3.5515
H: 0.9911 -1.0901 -3.0603
H: -1.1216 -2.8913 4.4812

expectation value of S²	2.04
spin multiplicity	3
total charge	+1
E_tot	-1899.1525	Eh
energy relative to the best compared isomer or geometry (same formula, charge and spin)	1.148	eV
HOMO-LUMO gap (spin up / spin down)	6.22 / 7.10	eV